# 1
{
  "formula": "C2H3IN2O",
  "method": "ωB97M-V/def2-TZVPD",
  "multiplicity": 1,
  "fmax_ev_per_a": 4.06,
  "energy_ha": -560.4266,
  "de_lowest_kj_mol": 62.8,
  "homo_lumo_gap_ev": 9.464,
  "elements": ["C", "C", "N", "N", "O", "I", "H", "H", "H"],
  "coordinates": [[0.73658, -0.59412, 0.49617], [-0.46168, -0.12027, -0.97664], [0.74435, 0.16083, 1.46067], [-1.05467, 0.98063, -0.57078], [-0.49262, -0.82399, -1.92505], [1.78821, -2.36976, 0.01279], [1.33020, 0.00436, 2.27295], [-0.80356, 1.34100, 0.33979], [-1.78681, 1.42133, -1.10991]]
}


# 2
{
  "formula": "CH2N5O2",
  "method": "ωB97M-V/def2-TZVPD",
  "multiplicity": 1,
  "fmax_ev_per_a": 4.39,
  "charge": -1,
  "energy_ha": -463.4382,
  "de_lowest_kj_mol": 27.4,
  "homo_lumo_gap_ev": 7.080,
  "elements": ["C", "N", "N", "N", "N", "N", "O", "O", "H", "H"],
  "coordinates": [[0.56018, 1.33687, -1.60925], [0.73782, 2.05131, -2.48039], [-1.91564, -0.60982, 1.75287], [0.81109, -0.43895, -0.18734], [0.13651, 0.79438, -0.53621], [-0.93750, -0.27945, 2.16242], [-0.06448, -1.46185, -0.71704], [-0.06595, 0.03725, 2.83283], [1.65272, -0.35724, -0.78558], [-0.91475, -1.07250, -0.43231]]
}


# 3
{
  "formula": "C4H14NO2",
  "method": "ωB97M-V/def2-TZVPD",
  "multiplicity": 2,
  "fmax_ev_per_a": 6.28,
  "charge": 2,
  "energy_ha": -365.2365,
  "s_squared": 0.75,
  "de_lowest_kj_mol": 173.9,
  "homo_lumo_gap_ev": [12.784, 5.569],
  "elements": ["C", "C", "C", "C", "O", "N", "H", "H", "H", "H", "H", "H", "H", "H", "H", "H", "H", "H", "H", "H", "O"],
  "coordinates": [[-0.11714, -0.53243, 1.29412], [-1.06513, -1.10582, 0.22459], [-0.78993, -0.51272, -1.17973], [0.61883, -0.82217, -1.55053], [1.00036, -2.03613, -0.89394], [-0.38897, 0.92947, 1.56094], [1.01768, -0.67452, 1.09237], [-0.22134, -0.88025, 2.31972], [-0.91793, -2.15216, 0.14346], [-1.99137, -1.05241, 0.68256], [-0.86305, 0.57043, -1.03266], [-1.53156, -0.82444, -1.92150], [0.66673, -0.88584, -2.69475], [1.25765, -0.10279, -1.27013], [1.34917, -2.58813, -1.57586], [-1.36373, 0.93876, 1.70182], [0.05627, 1.43312, 0.79949], [-0.05541, 1.18213, 2.52442], [0.68491, 3.61445, -0.36720], [1.78256, 2.63489, -0.05317], [0.87143, 2.86656, 0.19600]]
}


# 4
{
  "formula": "C3H6O3Tl",
  "method": "ωB97M-V/def2-TZVPD",
  "multiplicity": 1,
  "fmax_ev_per_a": 7.18,
  "charge": 1,
  "energy_ha": -515.6623,
  "de_lowest_kj_mol": 545.5,
  "homo_lumo_gap_ev": [6.953, 7.229],
  "elements": ["C", "O", "C", "C", "O", "H", "H", "H", "H", "H", "Tl", "O", "H"],
  "coordinates": [[1.69727, -1.00460, 0.03279], [0.56315, -0.19489, 0.27340], [-0.71133, -0.79011, 0.04399], [-1.69086, 0.36336, 0.31839], [-2.89117, 0.14724, 0.29617], [2.57726, -0.39048, 0.25247], [1.67482, -1.88468, 0.69189], [1.72070, -1.32074, -1.02018], [-0.86526, -1.63989, 0.73054], [-0.79048, -1.13120, -1.00264], [0.06191, 1.71766, 0.86125], [-0.36418, 2.70177, -0.68945], [-0.98183, 3.42658, -0.78860]]
}


# 5
{
  "formula": "C5H11N2O",
  "method": "ωB97M-V/def2-TZVPD",
  "multiplicity": 1,
  "fmax_ev_per_a": 5.41,
  "charge": -1,
  "energy_ha": -381.7080,
  "de_lowest_kj_mol": 360.2,
  "homo_lumo_gap_ev": 5.746,
  "elements": ["C", "O", "C", "C", "C", "N", "C", "N", "H", "H", "H", "H", "H", "H", "H", "H", "H", "H", "H"],
  "coordinates": [[-1.18885, 2.07243, -0.11789], [-1.17156, 3.34181, 0.17453], [-0.87905, 1.12909, 1.06693], [-1.21331, -0.35301, 0.87134], [-0.21553, -0.88572, -0.18443], [1.94674, -2.14049, -1.75866], [1.88532, -1.99022, -0.44894], [0.98358, -1.38689, 0.53874], [-2.15493, 1.62113, -0.61567], [-0.58227, 1.85176, -1.12704], [-1.46298, 1.59758, 1.85136], [0.15881, 1.24807, 1.32245], [-2.23896, -0.39752, 0.46482], [-1.03073, -0.90580, 1.78755], [0.12404, -0.09337, -0.87328], [-0.56830, -1.66179, -0.87625], [1.33626, -1.40230, -2.13829], [2.55686, -2.72246, 0.01105], [1.86137, -0.81502, -0.09234]]
}


# 6
{
  "formula": "C14H16Cl4I2O6V",
  "method": "ωB97M-V/def2-TZVPD",
  "multiplicity": 4,
  "fmax_ev_per_a": 0.24,
  "energy_ha": -4374.7143,
  "s_squared": 3.75,
  "de_lowest_kj_mol": 0.0,
  "homo_lumo_gap_ev": [6.279, 6.664],
  "elements": ["V", "C", "C", "O", "C", "C", "O", "C", "C", "O", "C", "C", "O", "H", "H", "H", "H", "H", "H", "H", "H", "H", "H", "H", "H", "H", "H", "H", "H", "Cl", "C", "C", "Cl", "C", "Cl", "C", "O", "C", "O", "C", "Cl", "I", "I"],
  "coordinates": [[0.36001, 0.08000, -0.02537], [0.27979, -2.80480, 0.78132], [-0.79144, -2.25783, 1.72064], [-0.68660, -0.84694, 1.66839], [-1.50719, -0.07224, 2.52452], [-1.13027, 1.37872, 2.24976], [-0.99122, 1.65182, 0.85537], [-2.17834, 1.80291, 0.07298], [-2.68158, 0.48465, -0.49637], [-1.58710, -0.23715, -1.06236], [-1.87886, -1.60754, -1.32004], [-0.56851, -2.35709, -1.49475], [0.37270, -2.08910, -0.45325], [0.11074, -3.86701, 0.58776], [1.25774, -2.66596, 1.23944], [-0.59331, -2.62093, 2.73360], [-1.80277, -2.57047, 1.43812], [-1.30340, -0.30847, 3.57312], [-2.56409, -0.27883, 2.32295], [-0.14323, 1.57705, 2.66545], [-1.85993, 2.05658, 2.69915], [-1.91099, 2.48080, -0.73509], [-2.97016, 2.26238, 0.67087], [-3.43090, 0.69170, -1.26589], [-3.14569, -0.13436, 0.27826], [-2.47463, -1.70106, -2.23292], [-2.46424, -2.01502, -0.49008], [-0.07112, -2.02521, -2.40561], [-0.75876, -3.43159, -1.56044], [6.67461, 1.57162, -2.08905], [5.30318, 1.17035, -1.11940], [5.44216, 0.94084, 0.24091], [6.99587, 1.05977, 0.98662], [4.32509, 0.60601, 1.00921], [4.46846, 0.29628, 2.70524], [3.05680, 0.50474, 0.44147], [1.98433, 0.17422, 1.13188], [2.92070, 0.75386, -0.94981], [1.68787, 0.64370, -1.47622], [4.03771, 1.06843, -1.70744], [3.82598, 1.31446, -3.40406], [0.44333, 2.49141, -2.48471], [-1.36444, 4.36533, -3.33085]]
}